Arrangement A

{"formula": "C3H15NO4", "method": "the ωB97M-V functional and the def2-TZVPD basis", "smiles": "C[C@H](N)CO.O.O.O", "homo_energy_ev": -9.716, "total_charge": 0, "orbital_gap_ev": 9.9, "lumo_energy_ha": 0.0076, "elements": ["C", "C", "N", "C", "O", "H", "H", "H", "H", "H", "H", "H", "H", "H", "O", "H", "H", "O", "H", "H", "O", "H", "H"], "positions_angstrom": [[0.61, 2.95, 0.49], [0.52, 1.60, -0.21], [-0.69, 1.43, -0.99], [0.76, 0.47, 0.81], [1.49, -0.66, 0.30], [0.26, 3.79, -0.10], [0.01, 2.88, 1.40], [1.64, 3.13, 0.77], [1.42, 1.57, -0.84], [-1.49, 1.63, -0.40], [-0.81, 0.53, -1.40], [1.27, 0.70, 1.76], [-0.18, 0.12, 1.26], [1.00, -1.04, -0.46], [-0.40, -2.11, -1.35], [-0.93, -1.85, -2.10], [0.39, -2.57, -1.65], [1.23, -3.13, 1.34], [1.46, -2.22, 1.06], [0.29, -3.14, 1.44], [-2.88, -1.58, -0.36], [-2.00, -1.77, -0.03], [-3.00, -0.72, -0.74]], "nbo_charge": [-0.6050, -0.0916, -0.8282, -0.0842, -0.7520, 0.2235, 0.1952, 0.2192, 0.1930, 0.3509, 0.3531, 0.1936, 0.1560, 0.4863, -0.9700, 0.4915, 0.4953, -0.9722, 0.4885, 0.4563, -0.9623, 0.4921, 0.4709]}

=====

Arrangement B

{"formula": "C3H15NO4", "method": "the ωB97M-V functional and the def2-TZVPD basis", "smiles": "C[C@H](O)CN.O.O.O", "homo_energy_ev": -10.201, "total_charge": 0, "orbital_gap_ev": 10.6, "lumo_energy_ha": 0.0133, "elements": ["C", "C", "O", "C", "N", "H", "H", "H", "H", "H", "H", "H", "H", "H", "O", "H", "H", "O", "H", "H", "O", "H", "H"], "positions_angstrom": [[2.20, -0.14, 0.24], [0.69, -0.03, 0.28], [0.19, -1.29, 0.83], [0.18, 0.12, -1.14], [-1.28, 0.13, -1.24], [2.62, 0.84, 0.03], [2.57, -0.58, 1.17], [2.54, -0.84, -0.53], [0.25, 0.65, 0.95], [-0.65, -1.44, 0.38], [0.61, 1.03, -1.56], [0.64, -0.66, -1.75], [-1.60, -0.62, -1.83], [-1.65, 0.99, -1.61], [1.02, 3.97, -0.14], [0.86, 4.30, 0.75], [0.23, 3.84, -0.67], [0.33, -4.25, 0.95], [1.00, -3.63, 1.26], [-0.46, -3.71, 1.01], [-3.63, 0.76, 0.82], [-3.88, 0.00, 1.35], [-2.75, 0.57, 0.46]], "nbo_charge": [-0.6300, 0.0828, -0.7561, -0.2539, -0.8816, 0.2229, 0.2253, 0.2102, 0.1783, 0.4641, 0.1956, 0.1966, 0.3741, 0.3771, -0.9598, 0.4834, 0.4775, -0.9363, 0.4771, 0.4610, -0.9600, 0.4676, 0.4842]}

=====

Of them, arrangement A has the lowest stability.